DFT (ωB97M-V with the def2-TZVPD basis set) results for a cluster of 2 separate species, C12H25N3O4 in total in a non-equilibrium geometry.

Computed properties:
Energy above the lowest of the compared OMol25 structures with the same formula, charge and spin (eV): 5.688
Highest occupied orbital energy (eV): -8.8
SMILES string: CC(C)[C@@H](C)COOC(=O)NC[C@@H](O)CN.CC#N
Net charge: 0
Multiplicity: 1
HOMO-LUMO gap (eV): 9.1
E (eV): -25499.2968

The geometry in XYZ format:
```
44
Properties=species:S:1:pos:R:3:forces:R:3:lowdin_charge:R:1
C 2.2377 0.5448 2.6352 -1.3 0.4 -0.8 -0.107
C 2.7021 1.1223 1.1599 0.6 0.6 0.2 -0.362
C 1.8045 2.4469 0.6755 1.2 -0.6 -0.2 -0.094
C 2.8402 -0.0202 -0.0072 0.4 0.4 -0.1 -0.281
C 3.8982 -1.2022 0.4847 0.6 0.9 -0.3 -0.097
C 1.4240 -0.5940 -0.5972 0.6 -0.7 -2.1 -0.122
O 0.3728 -0.8289 0.4026 3.0 5.2 0.0 -0.186
O -0.1265 -2.0301 0.3305 -5.6 -4.5 0.4 -0.052
C -1.5995 -2.0032 0.6128 -2.8 -4.5 3.0 -0.191
O -2.1274 -3.0189 1.3487 4.1 6.5 -4.8 -0.024
N -2.5119 -0.9002 0.0545 1.4 -2.4 0.8 0.010
C -3.5484 -0.4702 1.0692 -1.8 -0.2 0.4 -0.154
C -3.7897 1.1530 1.1647 -0.8 -0.2 -0.8 -0.310
O -3.1714 1.6709 2.4005 -1.8 -0.3 -0.5 -0.109
C -3.2995 1.9909 -0.1726 -0.2 1.3 0.8 -0.227
N -1.7943 2.1030 -0.2685 -0.2 0.4 0.6 -0.056
H 1.0615 0.3828 2.6116 2.5 0.3 0.1 0.085
H 2.7004 -0.5003 2.9032 -0.7 2.3 -0.5 0.079
H 2.4546 1.3889 3.4203 -0.2 -1.9 -1.3 0.082
H 3.8004 1.5602 1.3253 -2.2 -1.1 -0.4 0.135
H 2.4514 3.0468 -0.1262 -1.4 -1.3 1.7 0.089
H 0.8097 2.1124 0.1585 1.8 0.7 1.3 0.050
H 1.6711 3.1287 1.6172 -0.1 -1.2 -1.9 0.082
H 3.3876 0.5121 -0.9250 -1.5 -1.1 1.8 0.148
H 4.8007 -1.2362 -0.2954 -2.1 -0.1 1.6 0.089
H 3.4162 -2.2651 0.5641 0.9 2.1 0.1 0.087
H 4.3882 -0.8197 1.4961 -1.1 -1.2 -2.0 0.078
H 1.6820 -1.6242 -1.1420 -0.7 2.1 1.3 0.134
H 0.9440 0.0887 -1.4480 1.2 -1.2 1.9 0.139
H -2.9748 -1.3764 -0.7766 0.8 0.9 1.5 0.138
H -4.5767 -0.9654 0.7258 2.0 1.1 0.9 0.135
H -3.3312 -0.8518 2.1680 -0.2 0.7 -2.5 0.143
H -4.9635 1.3503 1.2522 2.5 -0.6 -0.3 0.150
H -3.9063 1.7185 3.0829 1.5 -0.1 -1.3 0.112
H -3.7167 3.0953 -0.0348 0.3 -2.3 -0.3 0.117
H -3.7689 1.5504 -1.1621 1.0 0.7 2.1 0.125
H -1.4808 2.7366 -1.0426 -0.7 -0.7 1.2 0.073
H -1.3788 2.4396 0.6519 -1.0 -0.5 -1.7 0.076
C 0.0442 -2.7675 -4.4196 1.2 0.4 0.1 -0.080
C 1.4547 -2.2091 -4.3242 7.7 3.1 0.5 -0.214
N 2.6249 -1.7458 -4.2451 -9.4 -3.7 -0.6 0.087
H -0.6568 -2.0980 -3.9136 0.2 0.0 0.0 0.071
H -0.2487 -2.8631 -5.4687 0.2 0.1 0.2 0.075
H 0.0005 -3.7523 -3.9465 0.1 0.2 0.0 0.077
```
Positions in Å, forces in eV/Å.



DFT (ωB97M-V with the def2-TZVPD basis set) results for a structure of composition C12H25N5O6Zn in a non-equilibrium geometry.

Computed properties:
Energy above the lowest of the compared OMol25 structures with the same formula, charge and spin (eV): 0.000
Highest occupied orbital energy (spin up / spin down) (eV): -6.1 / -6.1
Net charge: 0
Multiplicity: 1
HOMO-LUMO gap (spin up / spin down) (eV): 5.3 / 5.3
E (eV): -80996.0671

The geometry in XYZ format:
```
49
Properties=species:S:1:pos:R:3:forces:R:3:lowdin_charge:R:1
O -2.6676 -2.4412 -2.0190 0.4 -1.4 0.0 -0.129
H -2.8123 -3.0505 -2.7764 0.3 0.5 0.8 0.102
Zn -0.2572 -0.9631 -0.2731 -0.8 0.4 2.1 0.663
N -0.3044 -0.5549 1.7567 -3.9 1.5 0.1 -0.190
N -2.1103 -0.2941 -0.1733 -0.6 1.8 3.0 -0.205
N 1.7425 -1.0146 -0.1649 2.4 1.4 -2.7 -0.051
N 0.0254 -0.6591 -2.1536 2.8 1.3 -2.5 -0.056
O 0.6889 -0.2911 2.5490 1.8 -0.3 0.9 -0.222
O 2.5441 -0.6187 0.8723 -0.2 -0.7 -0.7 -0.059
O -0.8619 -0.2071 -3.0950 0.4 -0.8 0.4 -0.003
O -2.8035 0.0656 -1.1849 -0.5 0.1 -0.9 -0.174
C -2.4986 0.0665 1.0781 -0.4 -1.0 -3.2 -0.278
C -1.5024 -0.0073 2.0962 3.5 -1.6 -0.3 -0.281
C 2.2529 -0.7647 -1.3804 -0.3 -0.9 3.6 -0.251
C 1.3164 -0.6648 -2.4817 -3.3 -0.6 -0.4 -0.244
C -1.6359 0.6137 3.4353 -0.3 0.1 0.1 -0.031
H -0.9971 1.5024 3.5638 0.0 -0.4 -0.1 0.085
H -1.3613 -0.1387 4.1830 0.1 0.3 0.0 0.090
H -2.6735 0.9134 3.5798 0.2 0.0 0.3 0.058
C -3.8600 0.6354 1.2733 0.0 0.2 0.2 -0.039
H -4.6150 -0.0033 0.7929 0.2 0.2 0.0 0.088
H -3.9310 1.6413 0.8290 -0.1 -0.3 0.1 0.090
H -4.0659 0.7034 2.3467 -0.2 0.0 -0.4 0.060
C 3.6933 -0.4251 -1.5235 0.3 0.2 -0.1 -0.013
C 1.8030 -0.5265 -3.8758 0.2 0.2 -0.2 -0.003
H 4.2302 -0.7145 -0.6175 -0.1 0.0 -0.2 0.084
H 3.8485 0.6544 -1.6658 -0.1 -0.2 0.0 0.104
H 4.1271 -0.9354 -2.3873 0.0 0.1 0.0 0.087
H 0.9835 -0.3693 -4.5762 0.1 0.0 0.1 0.085
H 2.3657 -1.4279 -4.1519 -0.1 0.1 0.0 0.102
H 2.5039 0.3094 -3.9383 0.0 0.0 -0.1 0.093
H 1.8662 -0.4453 1.6457 -0.6 -0.3 0.5 0.032
H -1.7251 -0.1265 -2.5738 0.0 -0.1 0.4 0.077
C -1.7535 -3.0754 -1.0926 -0.6 -0.4 -0.4 -0.160
H -1.9091 -2.6711 -0.0778 0.0 0.0 -0.5 0.068
H -0.7153 -2.9246 -1.4524 -0.2 -0.3 0.3 0.064
H -1.9384 -4.1585 -0.9750 0.2 0.4 -0.3 0.097
O 0.4573 -3.8421 1.4061 0.7 1.1 0.3 -0.083
H 1.3739 -3.6531 1.1103 -0.8 -0.2 0.3 0.042
H 0.3014 -3.1336 2.0775 0.1 -0.7 -0.7 0.042
C 1.4096 4.0113 2.0485 -0.1 -0.1 0.3 -0.089
C 1.2522 3.9345 0.5277 0.1 0.3 -0.1 -0.216
C 0.7973 2.6106 0.1297 -0.9 -1.9 -0.6 -0.146
N 0.3933 1.5614 -0.1649 0.8 1.8 0.4 0.233
H 0.4235 4.0923 2.5146 0.2 -0.1 0.0 0.079
H 1.9932 4.8786 2.3519 0.0 0.1 -0.1 0.073
H 1.9025 3.1143 2.4404 -0.1 0.2 -0.1 0.084
H 0.5082 4.6565 0.1639 0.2 -0.1 0.1 0.123
H 2.1953 4.1371 0.0028 -0.2 0.0 0.2 0.119
```
Positions in Å, forces in eV/Å.



DFT (ωB97M-V with the def2-TZVPD basis set) results for a structure of composition C12H26AsBrN4OPd.

Computed properties:
Energy above the lowest of the compared OMol25 structures with the same formula, charge and spin (eV): 0.000
Highest occupied orbital energy (eV): -7.9
Net charge: 0
Multiplicity: 1
HOMO-LUMO gap (eV): 8.4
E (eV): -155234.4940

The geometry in XYZ format:
```
46
Properties=species:S:1:pos:R:3:forces:R:3:lowdin_charge:R:1
Pd 0.0178 -0.6720 -1.1257 -0.1 -0.5 -0.3 0.518
N -1.8542 1.1248 0.8762 -0.1 0.1 0.2 -0.019
C -1.7289 0.5097 2.1947 0.1 0.0 -0.1 -0.266
C -1.3780 -0.9773 2.1542 0.0 0.0 0.0 -0.221
N -0.0614 -1.2278 1.5676 0.1 0.2 0.1 -0.079
C 1.0874 -0.8801 2.4086 0.0 0.0 0.0 -0.214
C 1.9172 0.2711 1.8359 0.0 -0.1 0.1 -0.281
N 2.5711 -0.0246 0.5767 0.2 0.1 0.0 0.008
H -1.0609 0.8196 0.3147 0.0 0.1 0.1 -0.033
H -2.6532 0.7191 0.3947 0.1 0.0 0.0 0.009
H -2.6675 0.6399 2.7377 0.0 0.0 0.0 0.110
H -0.9703 1.0522 2.7675 0.0 0.0 0.0 0.098
H -2.1156 -1.4849 1.5268 0.0 0.0 0.0 0.111
H -1.4530 -1.3982 3.1688 0.0 0.0 0.0 0.112
H -0.0070 -2.1938 1.2835 0.0 0.0 0.0 0.076
H 1.7432 -1.7525 2.4949 0.0 0.0 0.0 0.115
H 0.7620 -0.6350 3.4275 0.0 0.0 0.0 0.111
H 2.6773 0.5565 2.5703 0.0 0.0 0.0 0.106
H 1.2785 1.1452 1.6816 0.0 0.0 0.0 0.092
H 3.0372 -0.9243 0.5974 0.0 0.0 0.0 0.061
H 1.8916 -0.0575 -0.1743 0.3 0.2 -0.1 -0.019
C -1.8190 2.9790 -2.2728 -0.1 0.0 0.0 -0.224
As -0.0690 2.9298 -1.5024 -0.1 -0.2 -0.1 0.979
C 1.0950 3.9269 -2.6527 0.1 0.0 0.0 -0.204
C -0.0999 3.8439 0.1793 0.0 0.1 0.1 -0.206
O 0.5379 1.3928 -1.3705 0.1 0.2 0.2 -0.625
H -2.1581 4.0112 -2.3580 0.0 0.0 0.0 0.041
H -2.4913 2.4040 -1.6392 0.0 0.0 0.0 0.000
H -1.7709 2.5063 -3.2512 0.0 0.0 0.0 0.037
H 0.8094 4.9771 -2.6771 0.0 0.0 0.0 0.038
H 1.0419 3.5017 -3.6534 0.0 0.0 0.0 0.043
H 2.1102 3.8220 -2.2742 0.0 0.0 0.0 0.043
H -0.2453 4.9123 0.0176 0.0 0.0 0.0 0.038
H 0.8568 3.6680 0.6693 0.0 0.0 0.0 0.040
H -0.9072 3.4243 0.7784 0.0 0.0 0.0 0.016
Br -2.2548 -0.6384 -2.0289 -0.2 -0.1 -0.2 0.027
C 0.0859 -2.5648 -1.0600 -0.1 -0.1 -0.1 -0.433
C -0.8569 -3.5705 -0.8537 0.1 0.0 0.0 -0.116
C -0.3833 -4.8672 -0.7583 0.0 0.0 0.0 -0.075
C 0.9822 -5.1149 -0.8816 0.0 0.0 0.0 -0.082
C 1.8291 -4.0448 -1.0971 0.1 0.0 0.0 -0.150
N 1.3771 -2.7899 -1.1802 -0.1 -0.1 0.1 0.047
H -1.9073 -3.3274 -0.7937 0.0 0.0 0.0 0.065
H -1.0729 -5.6863 -0.5949 0.0 0.0 0.0 0.106
H 1.3792 -6.1184 -0.8166 0.0 0.0 0.0 0.098
H 2.8982 -4.1867 -1.2076 0.0 0.0 0.0 0.103
```
Positions in Å, forces in eV/Å.



DFT (ωB97M-V with the def2-TZVPD basis set) results for a structure of composition C12H26AsN7O8PSV.

Computed properties:
Energy above the lowest of the compared OMol25 structures with the same formula, charge and spin (eV): 0.000
Highest occupied orbital energy (spin up / spin down) (eV): -17.5 / -17.5
Net charge: +3
Multiplicity: 2
HOMO-LUMO gap (spin up / spin down) (eV): 7.6 / 8.2
E (eV): -146307.7499

The geometry in XYZ format:
```
57
Properties=species:S:1:pos:R:3:forces:R:3:lowdin_charge:R:1
V 0.5837 -0.0457 -0.3823 0.1 -0.4 0.3 1.032
O -0.7185 4.0823 0.3091 0.0 0.1 0.1 -0.225
As 0.3418 3.1313 -0.7224 0.3 -0.2 -0.2 1.011
O 1.9112 3.4607 -0.5698 -0.2 -0.1 0.0 -0.370
O -0.0529 1.5822 0.0275 -0.2 0.2 0.2 -0.531
C -0.6394 3.0507 -2.3741 0.1 -0.2 -0.1 -0.230
C -1.2443 4.2327 -2.7653 0.0 0.0 0.0 -0.057
C -1.9391 4.3087 -3.9733 0.0 0.0 0.0 -0.006
C -2.0320 3.2047 -4.7951 0.0 -0.1 0.0 0.000
C -1.4304 2.0040 -4.4233 0.0 0.1 0.0 -0.011
C -0.7407 1.9255 -3.2247 0.0 0.1 0.1 -0.261
S -0.0091 0.3664 -2.8871 0.0 0.1 0.2 0.646
O -0.7904 -0.3412 -1.7767 0.1 0.1 -0.2 -0.357
O 0.1420 -0.3782 -4.0750 0.0 -0.1 0.0 -0.178
O 1.2471 0.6690 -2.0875 -0.1 0.1 -0.5 -0.380
H -0.2329 4.8195 0.7137 0.0 0.0 0.0 0.093
H -1.1768 5.1118 -2.1373 0.0 0.0 0.0 0.119
H -2.3972 5.2436 -4.2666 0.0 0.0 0.0 0.133
H -2.5622 3.2669 -5.7356 0.0 0.0 0.0 0.135
H -1.4842 1.1394 -5.0703 0.0 0.0 0.0 0.132
C 3.8493 -4.2843 -1.6878 0.0 0.0 0.0 0.009
N 2.5122 -3.7105 -1.4757 0.0 -0.1 0.0 -0.102
C 1.3332 -4.4831 -1.8912 0.0 0.0 0.0 0.014
C 2.3376 -2.5086 -0.9498 -0.1 0.1 0.0 -0.345
N 1.1606 -1.9339 -0.7913 0.0 0.0 0.0 0.059
N 3.4747 -1.8293 -0.5503 0.0 -0.1 0.0 0.203
C 3.5343 -0.5700 -0.0201 0.0 0.0 0.0 -0.400
N 4.7512 -0.0973 0.2343 0.0 0.0 0.0 0.239
N 2.4462 0.1135 0.2322 -0.1 0.2 0.0 0.067
H 3.7430 -5.1892 -2.2755 0.0 0.0 0.0 0.106
H 4.3244 -4.5492 -0.7417 0.0 0.0 0.0 0.112
H 4.4795 -3.6070 -2.2667 0.0 0.0 0.0 0.108
H 1.6614 -5.4633 -2.2176 0.0 0.0 0.0 0.105
H 0.8246 -3.9950 -2.7243 0.0 0.0 0.0 0.114
H 0.6480 -4.6192 -1.0540 0.0 0.0 0.0 0.108
H 0.3984 -2.4934 -1.1553 0.0 0.0 0.0 0.084
H 4.3527 -2.3059 -0.6824 0.0 0.0 0.0 0.141
H 5.5904 -0.5962 -0.0147 0.0 0.0 0.0 0.143
H 4.8720 0.8485 0.5625 0.0 0.0 0.0 0.148
H 2.6355 1.0788 0.5036 0.0 0.0 0.0 0.108
N 0.0681 -0.6589 5.1000 0.0 0.0 0.0 0.163
C -0.6536 -1.1890 3.8889 0.0 -0.1 0.0 -0.142
P -0.5250 0.1110 2.5809 0.1 0.1 -0.2 0.493
O -0.3433 -0.6217 1.2438 -0.1 -0.1 0.3 -0.386
O 0.4979 1.0556 3.0873 -0.1 0.0 0.0 -0.290
C -2.2026 0.8719 2.5555 -0.1 0.0 0.0 -0.160
N -2.3827 1.9349 1.5181 0.0 0.1 0.0 0.167
H 0.6237 -1.3777 5.5676 0.0 0.0 0.0 0.180
H -0.5689 -0.2699 5.7979 0.0 0.0 0.0 0.179
H 0.6854 0.1119 4.7710 0.0 0.0 0.0 0.135
H -1.6646 -1.4843 4.1621 0.0 0.0 0.0 0.120
H -0.1230 -2.0713 3.5351 0.0 0.0 0.0 0.118
H -2.3902 1.3319 3.5255 0.0 0.0 0.0 0.123
H -2.9567 0.1056 2.3731 0.0 0.0 0.0 0.124
H -3.3332 2.3124 1.5482 0.0 0.0 0.0 0.186
H -2.2112 1.5640 0.5797 0.1 0.0 0.0 0.142
H -1.7257 2.7269 1.6134 0.0 -0.1 0.0 0.132
```
Positions in Å, forces in eV/Å.



The highest energy above the lowest of the compared OMol25 structures with the same formula, charge and spin belongs to which entry? C12H25N3O4